DFT (ωB97M-V/def2-TZVPD) results for the ion C3H8N2OS with charge +1 in a non-equilibrium geometry.

ORCA input file:
```
! RIJCOSX wB97M-V def2-TZVPD def2/J DEFGRID3
* xyz 1 2
C 0.8806 -0.8849 -0.2599
C 1.0463 0.4860 -0.9549
S 2.7981 0.8641 -1.1709
N -0.6427 -0.8362 -0.1717
C -1.0830 0.0317 0.8423
N -2.4567 0.4687 0.6464
O -0.4567 0.2213 1.8931
H 1.1022 -1.6926 -0.9551
H 1.5815 -0.8325 0.5228
H 0.4923 1.2564 -0.4218
H 0.5534 0.3900 -1.9237
H 3.1450 1.6992 -0.1897
H -1.1296 -1.7259 -0.0186
H -2.7838 0.9214 1.6182
H -3.0468 -0.3668 0.5438
*
```

Summary:
Electronic energy: -701.68034 hartree
Kohn-Sham gap (spin up / spin down): 9.91 / 4.40 eV

***

DFT (ωB97M-V/def2-TZVPD) results for the molecule C3H8N2S in a non-equilibrium geometry.

ORCA input file:
```
! RIJCOSX wB97M-V def2-TZVPD def2/J DEFGRID3
* xyz 0 1
C -1.6976 1.4277 0.0497
N -1.3827 -0.0142 -0.0495
C -2.4056 -1.0570 -0.0160
C -0.0977 -0.4429 0.0040
N 0.8445 0.4243 -0.0830
S 2.4438 -0.1778 0.0651
H -1.5426 1.7709 1.1071
H -2.7439 1.5150 -0.3106
H -1.0292 2.0296 -0.5519
H -1.9384 -1.9563 0.4031
H -2.7140 -1.3846 -0.9911
H -3.3122 -0.7492 0.5691
H 0.0557 -1.5823 0.0779
H 3.0968 0.7650 -0.6448
*
```

Summary:
Electronic energy: -626.75810 hartree
SMILES string: CN(C)/C=N/S
Kohn-Sham gap: 8.57 eV

***

DFT (ωB97M-V/def2-TZVPD) results for the molecule C3H8N2S in a non-equilibrium geometry.

ORCA input file:
```
! RIJCOSX wB97M-V def2-TZVPD def2/J DEFGRID3
* xyz 0 1
C 2.1373 1.0096 -2.3950
C 0.8158 0.4599 -1.7890
N 0.9575 0.6472 -0.3578
N -0.2461 0.4356 0.3432
C -0.4168 -0.6843 1.0689
S -1.8071 -1.1061 1.8381
H 2.6078 1.6604 -1.6668
H 2.9072 0.2380 -2.5403
H 1.9321 1.5500 -3.3748
H -0.0504 1.0085 -2.2226
H 0.7269 -0.5963 -1.9220
H 1.0986 1.6759 -0.1966
H -1.0506 1.0566 0.1168
H 0.5436 -1.1860 1.1893
*
```

Summary:
Electronic energy: -626.75212 hartree
SMILES string: CCNNC=S
Kohn-Sham gap: 9.20 eV

***

DFT (ωB97M-V/def2-TZVPD) results for the ion C3H8N3 with charge +1 in a non-equilibrium geometry.

ORCA input file:
```
! RIJCOSX wB97M-V def2-TZVPD def2/J DEFGRID3
* xyz 1 1
H -2.7231 -0.3692 1.1176
N -1.9558 0.0098 0.6311
C -1.2913 -0.7277 -0.1322
C 0.0078 -0.1327 -0.5496
N -0.0102 1.3055 -0.0707
C 1.2983 -0.7978 -0.0667
N 1.9477 0.0217 0.6367
H 2.7866 -0.3958 0.9906
H -1.6084 -1.7925 -0.5443
H -0.1005 -0.1808 -1.6757
H -0.9244 1.3792 0.4962
H 0.0714 1.9455 -0.8023
H 0.7966 1.4928 0.5049
H 1.7053 -1.7582 -0.5357
*
```

Summary:
Electronic energy: -283.08309 hartree
SMILES string: [H]/N=C/C([NH3+])/C=N/[H]
Kohn-Sham gap: 11.74 eV

***

DFT (ωB97M-V/def2-TZVPD) results for a structure of composition C3H8N3 in a non-equilibrium geometry.

ORCA input file:
```
! RIJCOSX wB97M-V def2-TZVPD def2/J DEFGRID3
* xyz 1 1
C -1.4020 0.8811 -0.1532
C -0.2391 -0.1112 0.0307
C 1.0459 0.1998 -0.7912
N -1.8692 -0.0868 -1.0597
N -1.1139 -1.0933 -0.7331
N -0.0462 -0.4520 1.4461
H -1.1902 1.8321 -0.5641
H -2.8392 -0.4414 -1.7466
H 0.6446 0.3247 -1.9022
H 1.4733 -0.7367 -0.8475
H 1.5356 1.0653 -0.3942
H 0.2686 0.4748 1.9087
H 0.6029 -1.2528 1.4762
H -0.9591 -0.8276 1.7590
*
```

Summary:
Electronic energy: -282.93800 hartree
Kohn-Sham gap (spin up / spin down): 8.35 / 8.36 eV

***

DFT (ωB97M-V/def2-TZVPD) results for a structure of composition C3H8N3 in a non-equilibrium geometry.

ORCA input file:
```
! RIJCOSX wB97M-V def2-TZVPD def2/J DEFGRID3
* xyz 1 1
C 1.2419 0.5728 1.6423
C -0.7820 -1.1036 -0.1782
C 0.4925 0.9264 -1.7920
N 0.7739 0.9905 0.5502
N 0.0643 0.6733 -0.3750
N -1.6173 -1.2752 0.8018
H 1.7934 1.1547 2.3236
H 0.9124 -0.5425 1.8886
H -1.0033 -1.4782 -1.1369
H 1.3973 0.1987 -2.0167
H -0.2473 0.7303 -2.5373
H 0.9039 1.8778 -1.6070
H -2.4190 -1.9053 0.7708
H -1.5106 -0.8197 1.6659
*
```

Summary:
Electronic energy: -282.93725 hartree
Kohn-Sham gap (spin up / spin down): 8.16 / 8.16 eV

***

DFT (ωB97M-V/def2-TZVPD) results for a structure of composition C3H8N3 in a non-equilibrium geometry.

ORCA input file:
```
! RIJCOSX wB97M-V def2-TZVPD def2/J DEFGRID3
* xyz 1 1
C 2.1485 -0.0677 0.2284
C 0.2399 0.1264 -0.3927
C -2.1683 0.0179 -0.0372
N 1.4392 0.9622 -0.1715
N 1.3665 -1.0684 -0.0939
N -0.8368 0.3342 0.4084
H 3.2050 -0.1812 0.5806
H 0.0167 -0.1982 -1.4813
H -2.0045 -0.0959 -1.1284
H -2.3634 -0.9398 0.2002
H -2.8222 0.6860 0.4104
H 1.3338 1.9245 -0.0592
H 1.2749 -2.0533 0.1310
H -0.8292 0.5533 1.4055
*
```

Summary:
Electronic energy: -283.05091 hartree
Kohn-Sham gap: 10.48 eV

***

DFT (ωB97M-V/def2-TZVPD) results for a cluster of 2 separate species, C3H8N3O in total in a non-equilibrium geometry.

ORCA input file:
```
! RIJCOSX wB97M-V def2-TZVPD def2/J DEFGRID3
* xyz 1 1
C -1.9666 0.0954 0.0395
C 2.8355 0.7511 -0.3319
C 2.2299 -0.6208 0.1075
N -3.2889 0.2153 -0.0038
N -1.3635 -0.8798 0.6502
N 1.5161 0.4385 -0.2817
O -1.2735 0.9149 -0.6919
H 3.3194 1.5117 0.3276
H 3.5980 0.4557 -0.9976
H 2.5963 -1.4082 -0.5210
H 1.8645 -0.9455 1.1302
H -3.9110 -0.5283 0.3283
H -3.9678 0.8250 -0.4308
H -1.9320 -1.5719 1.1417
H -0.2563 0.7468 -0.4663
*
```

Summary:
Electronic energy: -358.16931 hartree
Kohn-Sham gap (spin up / spin down): 9.67 / 4.26 eV

***

Repeat the fourth record exactly.
DFT (ωB97M-V/def2-TZVPD) results for the ion C3H8N3 with charge +1 in a non-equilibrium geometry.

ORCA input file:
```
! RIJCOSX wB97M-V def2-TZVPD def2/J DEFGRID3
* xyz 1 1
H -2.7231 -0.3692 1.1176
N -1.9558 0.0098 0.6311
C -1.2913 -0.7277 -0.1322
C 0.0078 -0.1327 -0.5496
N -0.0102 1.3055 -0.0707
C 1.2983 -0.7978 -0.0667
N 1.9477 0.0217 0.6367
H 2.7866 -0.3958 0.9906
H -1.6084 -1.7925 -0.5443
H -0.1005 -0.1808 -1.6757
H -0.9244 1.3792 0.4962
H 0.0714 1.9455 -0.8023
H 0.7966 1.4928 0.5049
H 1.7053 -1.7582 -0.5357
*
```

Summary:
Electronic energy: -283.08309 hartree
SMILES string: [H]/N=C/C([NH3+])/C=N/[H]
Kohn-Sham gap: 11.74 eV

***

What is the electronic energy in the second record? -626.75810 hartree